[1]
Entry from the OMol25 dataset: the molecule C4H4ClNO2 in a non-equilibrium geometry (ωB97M-V/def2-TZVPD).

Each line ends with the natural charge from an NBO analysis.
Atoms and positions in Å:
C1 1.15 -0.31 1.23  -0.3022
C2 -1.94 0.35 0.31  -0.3618
C3 0.56 -0.01 0.10  0.0182
C4 -0.82 -0.19 -0.27  -0.0756
N1 1.30 0.35 -1.08  0.5035
O1 2.24 -0.27 -1.50  -0.3420
O2 0.94 1.41 -1.56  -0.3629
Cl1 -1.10 -1.16 -1.66  0.0324
H1 2.19 -0.35 1.29  0.2275
H2 0.51 -0.57 2.06  0.2238
H3 -2.86 -0.06 -0.18  0.2117
H4 -2.17 0.80 1.27  0.2273

Results
DFT total energy: -820.0806 Ha
Orbital gap: 0.355 hartree
Strongest force on any atom: 4.14 eV/A
Energy relative to the best compared isomer or geometry (same formula, charge and spin): 105.21 kcal/mol
SMILES: C=C(Cl)C(=C)[N+](=O)[O-]
HOMO: -9.93 eV
Spin multiplicity: 1
Net charge: 0
LUMO level: -0.010 Ha

=====

[2]
Entry from the OMol25 dataset: the molecule C3H3NO in a non-equilibrium geometry (ωB97M-V/def2-TZVPD).

Each line ends with the natural charge from an NBO analysis.
Atoms and positions in Å:
C1 0.18 -0.83 0.04  -0.0580
C2 -0.82 0.09 -0.29  -0.0941
C3 -1.93 0.67 -0.34  -0.1821
H1 2.47 0.89 0.85  0.4774
H2 -0.14 -1.80 0.05  0.2026
H3 -2.98 1.01 -0.77  0.2734
N1 1.52 -0.69 0.32  -0.0568
O1 1.70 0.67 0.14  -0.5625

Results
DFT total energy: -245.9272 Ha
Orbital gap: 0.340 hartree
Strongest force on any atom: 6.14 eV/A
Energy relative to the best compared isomer or geometry (same formula, charge and spin): 103.16 kcal/mol
SMILES: C#C/C=N\O
HOMO: -9.29 eV
Spin multiplicity: 1
Net charge: 0
LUMO level: -0.001 Ha

=====

[3]
Entry from the OMol25 dataset: a structure of composition C34H61CsN5O6SSi3 in a non-equilibrium geometry (ωB97M-V/def2-TZVPD).

Each line ends with the Löwdin charge.
Atoms and positions in Å:
Cs1 0.29 -0.82 -0.91  1.3305
C1 -2.63 1.75 3.57  -0.0966
N1 -1.25 1.88 3.15  -0.2645
C2 -0.46 0.80 3.70  -0.0799
C3 -0.72 3.19 3.47  -0.2190
C4 0.73 3.38 3.00  -0.2182
N2 1.00 2.78 1.72  -0.2667
C5 2.40 2.90 1.36  -0.0967
C6 0.14 3.29 0.67  -0.0888
H1 -2.74 1.75 4.67  0.0869
H2 -3.03 0.82 3.18  0.0683
H3 -3.22 2.57 3.16  0.0855
H4 -0.48 0.78 4.80  0.0954
H5 0.57 0.89 3.35  0.0678
H6 -0.85 -0.14 3.32  0.0695
H7 -0.75 3.39 4.56  0.1202
H8 -1.36 3.93 2.99  0.1096
H9 1.41 2.94 3.73  0.1114
H10 0.92 4.48 3.00  0.1200
H11 2.74 3.95 1.33  0.0843
H12 2.56 2.45 0.38  0.0758
H13 3.01 2.37 2.09  0.0834
H14 0.22 4.38 0.56  0.0919
H15 -0.89 3.02 0.91  0.0738
H16 0.41 2.81 -0.27  0.0710
O1 1.61 -0.81 -3.09  -0.2439
C7 1.20 -1.23 -4.15  -0.2507
C8 -0.16 -1.20 -4.64  -0.1281
C9 -0.46 -1.88 -5.82  0.0618
C10 -1.76 -1.95 -6.29  -0.1811
C11 -2.80 -1.33 -5.56  0.0054
C12 -2.52 -0.64 -4.43  0.0096
C13 -1.19 -0.51 -3.90  -0.3869
O2 -0.95 0.20 -2.88  -0.3601
N3 -2.06 -2.64 -7.48  -0.3661
O3 -1.13 -3.13 -8.13  0.0368
O4 -3.24 -2.72 -7.84  0.0342
H17 1.91 -1.70 -4.86  0.1346
H18 0.32 -2.38 -6.37  0.1258
H19 -3.80 -1.41 -5.94  0.1166
H20 -3.31 -0.16 -3.87  0.1078
C14 -0.64 -2.76 3.78  -0.1920
O5 -0.02 -2.42 2.59  -0.3131
Si1 1.55 -2.87 2.22  0.2946
C15 1.95 -4.47 3.23  -0.1561
C16 2.64 -1.51 3.00  -0.1504
C17 1.59 -3.04 0.38  -0.6345
Si2 0.35 -4.21 -0.36  0.3574
C18 -1.39 -4.20 0.46  -0.1776
C19 0.82 -6.08 -0.30  -0.1783
C20 -0.03 -3.80 -2.20  -0.2129
Si3 3.30 -2.92 -0.35  0.3746
C21 3.95 -1.12 -0.39  -0.1826
C22 3.50 -3.58 -2.13  -0.1730
C23 4.65 -3.89 0.62  -0.1914
H21 -0.63 -3.84 3.92  0.0722
H22 -1.68 -2.42 3.75  0.0785
H23 -0.14 -2.30 4.64  0.0822
H24 1.98 -4.31 4.30  0.0185
H25 2.91 -4.87 2.93  0.0119
H26 1.21 -5.23 3.02  0.0134
H27 2.43 -1.38 4.06  0.0232
H28 2.45 -0.55 2.52  0.0073
H29 3.69 -1.74 2.89  0.0118
H30 -1.34 -4.64 1.45  0.0176
H31 -2.10 -4.78 -0.13  0.0255
H32 -1.78 -3.19 0.57  0.0046
H33 1.01 -6.39 0.72  0.0078
H34 1.73 -6.27 -0.86  0.0081
H35 0.04 -6.72 -0.70  0.0136
H36 -0.54 -2.84 -2.29  -0.0529
H37 -0.68 -4.56 -2.65  0.0358
H38 0.88 -3.76 -2.78  0.0077
H39 3.32 -0.47 -1.00  -0.0160
H40 4.96 -1.08 -0.79  0.0239
H41 3.98 -0.70 0.62  0.0051
H42 3.14 -2.85 -2.85  -0.0026
H43 2.96 -4.50 -2.28  0.0087
H44 4.54 -3.77 -2.36  0.0227
H45 4.71 -3.53 1.65  -0.0002
H46 5.64 -3.78 0.18  0.0138
H47 4.42 -4.95 0.66  0.0175
C24 1.17 4.58 -3.22  -0.1597
C25 1.16 3.51 -4.32  -0.1510
C26 1.69 2.28 -3.58  -0.1867
O6 2.24 2.71 -2.35  -0.1490
C27 2.37 4.11 -2.40  -0.2224
H48 0.26 4.50 -2.62  0.1086
H49 1.27 5.59 -3.60  0.1059
H50 1.83 3.80 -5.13  0.1072
H51 0.17 3.34 -4.74  0.1064
H52 2.47 1.76 -4.16  0.1215
H53 0.90 1.56 -3.36  0.0877
H54 3.31 4.40 -2.90  0.1229
H55 2.39 4.49 -1.38  0.1069
N4 -2.81 2.02 -2.01  0.1139
C28 -3.60 1.59 -1.03  -0.6765
N5 -3.42 0.52 -0.35  0.1112
C29 -4.37 0.34 0.61  -0.3306
C30 -4.44 -0.73 1.50  -0.0316
C31 -5.48 -0.78 2.41  -0.0988
C32 -6.45 0.21 2.45  -0.1105
C33 -6.40 1.29 1.58  -0.1111
C34 -5.36 1.35 0.67  -0.4938
S1 -5.05 2.55 -0.55  1.0253
H56 -2.11 1.35 -2.38  0.0542
H57 -3.14 2.77 -2.60  0.0928
H58 -3.69 -1.50 1.44  0.1077
H59 -5.54 -1.61 3.10  0.0997
H60 -7.25 0.14 3.17  0.0936
H61 -7.15 2.06 1.61  0.1006

Results
DFT total energy: -3344.2790 Ha
Orbital gap: 0.211 hartree
Strongest force on any atom: 3.18 eV/A
Energy relative to the best compared isomer or geometry (same formula, charge and spin): 42.74 kcal/mol
HOMO: -3.94 eV
Spin multiplicity: 1
Net charge: -1
LUMO level: 0.066 Ha

=====

[4]
Entry from the OMol25 dataset: a structure of composition C20H31GeN3Pd in a non-equilibrium geometry (ωB97M-V/def2-TZVPD).

Each line ends with the natural charge from an NBO analysis.
Atoms and positions in Å:
Pd1 -0.41 0.71 0.11  0.8639
C1 -0.33 3.28 -2.03  -0.4145
N1 -0.62 1.85 -2.13  -0.4943
C2 -1.90 1.66 -2.82  -0.4090
C3 0.41 1.02 -2.72  0.1832
C4 1.34 1.51 -3.61  -0.2556
C5 2.31 0.68 -4.15  -0.2406
C6 2.35 -0.65 -3.77  -0.2010
C7 1.45 -1.16 -2.86  -0.2556
C8 0.43 -0.35 -2.32  0.1147
N2 -0.50 -0.76 -1.42  -0.6343
C9 -0.80 -2.02 -1.01  0.1283
C10 -0.60 -3.20 -1.74  -0.2636
C11 -0.84 -4.44 -1.18  -0.2008
C12 -1.31 -4.55 0.12  -0.2470
C13 -1.68 -3.40 0.80  -0.2553
C14 -1.48 -2.15 0.24  0.1789
N3 -1.97 -0.94 0.85  -0.4881
C15 -3.11 -0.42 0.08  -0.4269
C16 -2.30 -1.01 2.26  -0.4127
H1 -0.38 3.81 -2.99  0.1745
H2 -1.08 3.72 -1.37  0.2042
H3 0.66 3.42 -1.59  0.2172
H4 -1.91 2.17 -3.80  0.1791
H5 -2.08 0.60 -2.97  0.2200
H6 -2.70 2.09 -2.21  0.1960
H7 1.33 2.55 -3.89  0.2107
H8 3.03 1.07 -4.85  0.2114
H9 3.11 -1.31 -4.18  0.2110
H10 1.56 -2.18 -2.52  0.2203
H11 -0.26 -3.15 -2.76  0.2189
H12 -0.64 -5.32 -1.75  0.2112
H13 -1.44 -5.51 0.58  0.2117
H14 -2.14 -3.50 1.78  0.2129
H15 -4.00 -1.03 0.26  0.1851
H16 -3.31 0.61 0.39  0.2004
H17 -2.89 -0.44 -0.99  0.2301
H18 -3.23 -1.58 2.43  0.1775
H19 -1.48 -1.47 2.81  0.2208
H20 -2.44 0.01 2.63  0.2086
C17 0.68 -0.12 4.12  -1.0724
Ge1 1.73 1.21 3.06  1.5670
C18 3.55 0.41 2.90  -1.0708
C19 1.81 2.87 4.18  -1.0668
C20 1.03 1.73 1.29  -1.1894
H21 1.17 -0.27 5.08  0.2264
H22 0.64 -1.08 3.61  0.2208
H23 -0.34 0.22 4.31  0.2187
H24 3.89 0.06 3.87  0.2242
H25 4.27 1.13 2.52  0.2251
H26 3.53 -0.44 2.23  0.2278
H27 2.05 2.64 5.22  0.2233
H28 0.84 3.38 4.18  0.2207
H29 2.55 3.57 3.80  0.2241
H30 0.60 2.74 1.35  0.2112
H31 1.86 1.73 0.56  0.2187

Results
DFT total energy: -3149.6444 Ha
Orbital gap (alpha / beta): 0.276 / 0.208 hartree
Strongest force on any atom: 1.53 eV/A
Energy relative to the best compared isomer or geometry (same formula, charge and spin): 6.44 kcal/mol
HOMO (alpha / beta): -6.89 / -6.86 eV
Spin multiplicity: 3
Net charge: 0
LUMO level (alpha / beta): 0.023 / -0.044 Ha

=====

[5]
Entry from the OMol25 dataset: a structure of composition C26H51HfN7O2 in a non-equilibrium geometry (ωB97M-V/def2-TZVPD).

Each line ends with the Löwdin charge.
Atoms and positions in Å:
C1 2.37 -2.84 3.88  -0.1456
C2 2.13 -3.96 2.66  -0.2461
C3 1.41 -3.20 1.40  -0.2423
C4 1.76 -3.82 -0.08  -0.2144
C5 3.34 -4.15 -0.34  -0.2095
C6 4.39 -3.00 0.18  -0.1919
C7 4.62 -1.76 -0.92  -0.1746
C8 6.26 -1.63 -1.16  -0.1475
C9 6.74 -0.14 -1.65  -0.3443
C10 7.52 0.63 -0.44  -0.1746
C11 6.47 1.38 0.59  -0.1548
C12 5.89 2.76 -0.12  -0.1758
C13 4.41 2.49 -0.80  -0.2151
C14 3.23 3.32 -0.01  -0.1955
C15 1.99 2.35 0.54  -0.2175
C16 0.91 3.40 1.26  -0.1993
C17 -0.38 2.48 1.69  -0.1765
C18 -1.67 3.41 2.22  -0.0767
N1 -2.90 2.79 1.54  -0.0816
N2 -3.58 1.79 2.21  0.1579
C19 -4.67 1.41 1.24  -0.1170
N3 -5.63 0.41 1.43  0.0925
C20 -6.59 0.18 0.29  -0.1789
C21 -7.91 -0.72 0.65  -0.1699
C22 -8.52 -1.38 -0.73  -0.1666
C23 -8.72 -0.33 -1.97  -0.1621
N4 -7.49 -0.10 -2.83  0.0804
C24 -7.19 -1.25 -3.76  -0.3213
N5 -7.69 -1.12 -5.06  0.2108
N6 -6.37 -2.48 -3.45  0.0939
N7 -4.57 2.29 -0.02  0.1762
C25 -3.39 3.25 0.16  0.0875
C26 -2.77 4.40 -0.83  -0.2227
O1 -2.72 4.22 -2.18  0.0894
O2 -2.21 5.71 -0.35  0.0202
H1 2.50 -3.37 4.92  0.0893
H2 1.47 -2.08 3.97  0.0703
H3 3.34 -2.24 3.56  0.0687
H4 1.37 -4.76 3.09  0.1239
H5 3.20 -4.40 2.44  0.1030
H6 0.24 -3.31 1.56  0.1170
H7 1.65 -2.03 1.46  0.0968
H8 1.15 -4.81 -0.23  0.1206
H9 1.40 -3.07 -0.93  0.1084
H10 3.60 -4.36 -1.47  0.1209
H11 3.57 -5.16 0.24  0.1282
H12 4.11 -2.49 1.20  0.1012
H13 5.43 -3.53 0.35  0.1236
H14 4.08 -2.06 -1.92  0.1233
H15 4.16 -0.80 -0.43  0.0901
H16 6.57 -2.38 -2.03  0.1490
H17 6.79 -1.87 -0.14  0.1385
H18 5.78 0.41 -2.06  0.0652
H19 7.47 -0.24 -2.58  -0.1742
H20 8.12 -0.16 0.21  0.1534
H21 8.25 1.46 -0.84  0.1186
H22 7.01 1.66 1.59  0.1455
H23 5.55 0.65 0.75  0.1117
H24 6.62 3.05 -1.02  0.0986
H25 5.87 3.63 0.66  0.1288
H26 4.14 1.35 -0.80  0.0705
H27 4.39 2.88 -1.92  0.1113
H28 3.62 3.89 0.96  0.1292
H29 2.70 4.09 -0.74  0.1296
H30 1.46 1.77 -0.35  0.1211
H31 2.38 1.53 1.30  0.1180
H32 1.40 3.96 2.17  0.1408
H33 0.55 4.15 0.41  0.1298
H34 -0.10 1.64 2.46  0.1278
H35 -0.74 1.93 0.70  0.1217
H36 -1.74 3.29 3.40  0.1589
H37 -1.53 4.54 1.95  0.1501
H38 -3.42 1.32 3.13  0.2059
H39 -5.60 -0.14 2.33  0.1895
H40 -6.98 1.19 -0.20  0.1409
H41 -6.02 -0.39 -0.58  0.1429
H42 -8.74 -0.11 1.25  0.1486
H43 -7.63 -1.63 1.36  0.1373
H44 -9.61 -1.78 -0.45  0.1529
H45 -7.89 -2.34 -0.98  0.1082
H46 -8.99 0.72 -1.49  0.1570
H47 -9.60 -0.70 -2.65  0.1665
H48 -7.57 0.82 -3.35  0.1672
H49 -7.37 -1.97 -5.58  0.0900
H50 -6.81 -3.09 -2.72  0.0889
H51 -5.38 -2.25 -3.21  0.1081
Hf1 7.29 0.77 -3.98  1.8802

Results
DFT total energy: -1600.5425 Ha
Orbital gap: 0.075 hartree
Strongest force on any atom: 8.50 eV/A
HOMO: -17.31 eV
Spin multiplicity: 1
Net charge: +4
LUMO level: -0.562 Ha